# 1
Density functional theory data (wB97M-V/def2-TZVPD) for a structure of composition C5H14SSi at a distorted geometry.

Cartesian coordinates (Å):
C 2.663 0.633 -0.180
C -1.004 -0.449 1.654
C -2.108 0.186 -1.217
C 0.318 -1.921 -0.367
C 0.816 1.161 -0.323
Si -0.508 -0.166 -0.241
S 0.577 2.555 0.942
H 2.739 -0.280 -0.772
H 2.841 0.579 0.888
H 3.227 1.388 -0.741
H -1.226 0.547 2.081
H -2.051 -1.114 1.508
H -0.329 -0.959 2.251
H -2.181 0.146 -2.308
H -2.939 -0.562 -0.954
H -2.629 1.231 -1.102
H 0.601 -2.186 0.667
H -0.223 -2.685 -0.860
H 1.216 -1.988 -0.975
H 0.868 1.697 -1.292
H -0.668 2.186 1.342

Properties
molecular weight = 134.32 g mol⁻¹
net charge = 0
frontier orbital gap = 9.624 eV
energy = -886.5130 Ha


# 2
Density functional theory data (wB97M-V/def2-TZVPD) for a cluster of 3 separate species, C5H15BrNO2 in total at a distorted geometry.

Cartesian coordinates (Å):
Br 4.844 3.348 -3.869
C 5.722 2.015 2.755
O 6.672 1.889 1.734
H 6.029 1.344 3.558
H 5.683 3.007 3.204
H 4.739 1.658 2.448
H 6.265 2.084 0.886
C -0.471 -1.208 -0.586
C -1.614 -0.553 -1.412
C -3.039 -0.505 -0.779
O -3.558 -1.860 -0.781
C -4.550 -2.168 0.180
N -1.237 0.772 -1.788
H 0.447 -1.405 -1.139
H -0.875 -2.104 -0.115
H -0.322 -0.520 0.246
H -1.836 -1.177 -2.278
H -3.794 0.088 -1.296
H -2.968 -0.067 0.217
H -5.469 -1.593 0.066
H -4.098 -2.004 1.158
H -4.878 -3.205 0.251
H -0.234 0.819 -1.672
H -1.460 1.346 -0.987

Properties
molecular weight = 201.08 g mol⁻¹
net charge = -1
frontier orbital gap = 5.793 eV
energy = -2978.7661 Ha


# 3
Density functional theory data (wB97M-V/def2-TZVPD) for a structure of composition C5H15Cl3CrN5O22 at a distorted geometry.

Cartesian coordinates (Å):
Cr 0.636 0.274 0.065
Cl 2.055 1.438 -3.230
O 1.127 2.396 -3.693
O 2.047 0.295 -4.039
O 3.355 2.023 -3.381
O 1.664 1.076 -1.912
Cl 4.154 -1.528 0.880
O 5.450 -0.826 0.799
O 4.048 -2.166 2.165
O 3.111 -0.590 0.591
O 4.050 -2.518 -0.132
Cl 1.289 3.791 1.379
O 1.292 4.741 0.295
O 0.076 4.033 2.135
O 1.239 2.444 0.924
O 2.422 4.111 2.162
C -1.894 3.862 -1.385
N -1.698 2.414 -1.724
O -1.134 1.747 -0.867
O -2.299 1.903 -2.648
H -2.581 3.863 -0.539
H -2.298 4.423 -2.228
H -0.953 4.395 -1.247
C -2.773 1.926 2.407
N -1.592 1.074 2.640
O -0.855 0.659 1.700
O -1.437 0.814 3.834
H -2.872 2.027 1.326
H -2.770 2.906 2.884
H -3.594 1.332 2.807
C 0.609 -2.705 3.643
N 0.008 -2.403 2.306
O 0.623 -1.646 1.556
O -1.121 -2.811 2.089
H 0.326 -3.698 3.991
H 0.317 -1.877 4.290
H 1.684 -2.654 3.471
C 1.807 -3.327 -2.927
N 0.817 -2.937 -1.830
O -0.111 -3.723 -1.570
O 0.988 -1.879 -1.230
H 1.649 -4.378 -3.166
H 2.771 -3.114 -2.465
H 1.533 -2.646 -3.733
C -3.278 -2.335 -1.218
N -2.733 -1.076 -0.562
O -1.534 -0.882 -0.400
O -3.549 -0.230 -0.194
H -4.358 -2.440 -1.329
H -2.940 -3.096 -0.515
H -2.772 -2.479 -2.173

Properties
molecular weight = 655.54 g mol⁻¹
net charge = -1
frontier orbital gap (spin up / spin down) = 7.396 / 7.453 eV
energy = -4552.4070 Ha
multiplicity = 5


# 4
Density functional theory data (wB97M-V/def2-TZVPD) for a cluster of 2 separate species, C5H15ClN3P in total at a distorted geometry.

Cartesian coordinates (Å):
C -2.748 1.294 1.073
C 0.338 1.995 -1.607
C 0.709 -0.373 -2.156
C 1.886 -1.277 0.721
C -0.230 -2.161 1.570
N -1.787 0.141 0.740
N 0.180 0.588 -1.207
N 0.448 -1.199 0.779
P -0.257 0.219 0.316
Cl 1.554 2.294 1.434
H -2.433 1.742 2.044
H -3.754 0.868 0.990
H -2.715 2.021 0.220
H -0.182 1.999 -2.499
H -0.124 2.714 -0.929
H 1.369 2.261 -1.643
H -0.084 -1.113 -2.364
H 0.913 0.165 -3.050
H 1.637 -0.838 -1.679
H 2.224 -1.670 1.649
H 2.243 -1.992 0.014
H 2.234 -0.272 0.444
H -1.055 -1.797 2.159
H -0.856 -2.745 0.876
H 0.489 -2.863 2.107

Properties
molecular weight = 183.62 g mol⁻¹
net charge = 0
frontier orbital gap (spin up / spin down) = 8.253 / 8.252 eV
energy = -1165.2416 Ha